Entry 1:
{"formula": "C14H30NO3P2Yb", "method": "ωB97M-V/def2-TZVPD", "multiplicity": 2, "homo_lumo_gap_ev": [9.1, 8.5], "homo_energy_ev": [-15.6, -15.6], "molar_mass_g_mol": 495.386, "e_tot_ev": -72732.930, "charge": 2, "lumo_ha": [-0.239, -0.260], "symbols": ["Yb", "P", "C", "C", "N", "C", "C", "C", "C", "C", "P", "H", "H", "H", "H", "H", "H", "H", "H", "O", "H", "H", "O", "H", "C", "H", "H", "H", "C", "H", "H", "H", "C", "H", "H", "H", "C", "H", "H", "H", "C", "C", "C", "O", "H", "H", "H", "H", "H", "H", "H"], "xyz": [[-0.190, -0.638, 0.669], [-2.860, 0.072, -0.041], [-2.343, 0.338, -1.816], [-0.919, 0.799, -2.154], [0.175, 0.567, -1.378], [1.396, 1.019, -1.746], [1.543, 1.712, -2.950], [0.425, 2.002, -3.731], [-0.826, 1.576, -3.307], [2.585, 0.737, -0.816], [2.561, -0.930, -0.009], [-1.726, 1.787, -3.883], [2.538, 2.018, -3.271], [0.533, 2.552, -4.661], [3.502, 0.781, -1.416], [2.689, 1.488, -0.005], [-2.607, -0.558, -2.362], [-3.052, 1.093, -2.187], [-1.589, -3.180, -1.854], [-1.541, -2.984, -2.798], [-0.585, -2.980, -3.005], [0.594, -3.608, 1.491], [0.301, -3.047, 0.750], [0.416, -3.585, -0.056], [3.125, -2.003, -1.390], [4.065, -1.615, -1.814], [3.311, -3.010, -0.984], [2.351, -2.111, -2.165], [4.106, -0.786, 0.951], [4.179, -1.673, 1.590], [4.993, -0.751, 0.302], [4.057, 0.089, 1.615], [-3.751, 1.660, 0.167], [-4.659, 1.737, -0.440], [-4.021, 1.714, 1.225], [-3.072, 2.495, -0.038], [-4.282, -1.071, -0.299], [-4.498, -1.512, 0.687], [-5.191, -0.567, -0.667], [-3.990, -1.886, -0.982], [1.147, 1.951, 3.590], [0.444, 0.618, 3.728], [-0.928, 0.707, 4.378], [0.332, -0.021, 2.488], [0.499, 2.605, 3.003], [2.106, 1.819, 3.081], [1.363, 2.450, 4.538], [1.085, -0.028, 4.340], [-1.584, 1.390, 3.803], [-1.379, -0.290, 4.413], [-0.827, 1.062, 5.413]], "atomic_forces_ev_per_a": [[1.2, -0.2, 1.6], [-1.0, 0.5, -1.6], [0.3, 0.2, 0.3], [-0.5, 0.9, -0.3], [-0.9, -0.5, 0.5], [0.2, 0.2, -0.2], [0.2, -0.2, 0.2], [0.1, -0.1, 0.3], [0.3, -0.3, -0.1], [-0.2, 0.3, -0.5], [0.7, 0.7, -0.8], [0.3, 0.0, 0.1], [-0.3, 0.0, 0.1], [0.0, 0.0, 0.1], [-0.1, 0.2, 0.1], [-0.3, -0.2, -0.5], [0.3, -0.4, -0.2], [0.4, -0.1, 0.0], [-0.1, -0.3, -0.2], [0.8, 0.4, 0.3], [-0.7, -0.1, -0.1], [-0.2, 0.3, -0.2], [-0.3, -0.1, -0.3], [0.0, 0.2, 0.5], [-0.3, -0.4, 0.1], [-0.4, -0.2, 0.1], [0.1, 0.3, -0.1], [0.3, 0.2, 0.1], [-0.2, -0.3, 0.6], [0.2, 0.2, -0.1], [-0.4, 0.1, 0.1], [0.1, -0.2, -0.2], [0.5, 0.2, 1.2], [0.3, -0.2, 0.0], [-0.2, 0.3, -0.1], [-0.2, -0.1, 0.0], [0.3, -0.6, 0.6], [-0.2, 0.0, -0.4], [0.6, -0.1, 0.1], [-0.2, 0.3, 0.3], [-0.1, 0.2, -0.3], [0.4, -0.2, 1.2], [0.0, 0.1, 0.1], [-0.7, -0.4, -2.3], [0.2, 0.2, -0.1], [-0.1, 0.0, -0.1], [-0.2, -0.3, 0.0], [-0.1, 0.0, 0.1], [0.2, -0.2, 0.3], [0.0, 0.2, 0.0], [-0.2, 0.0, -0.3]]}

***

Entry 2:
{"formula": "C14H31BClGaN2O2S", "method": "ωB97M-V/def2-TZVPD", "homo_lumo_gap_ev": 6.6, "homo_energy_ev": -7.1, "molar_mass_g_mol": 407.469, "e_tot_ev": -98505.168, "lumo_ha": -0.017, "symbols": ["C", "C", "B", "O", "Ga", "O", "Cl", "N", "C", "S", "H", "H", "H", "H", "H", "H", "H", "C", "C", "C", "C", "N", "C", "C", "C", "C", "C", "C", "C", "H", "H", "H", "H", "H", "H", "H", "H", "H", "H", "H", "H", "H", "H", "H", "H", "H", "H", "H", "H", "H", "H", "H", "H"], "xyz": [[-7.672, -1.664, -2.944], [-7.229, -0.115, -3.253], [-5.792, 0.343, -2.597], [-4.864, 1.104, -3.497], [-5.158, -0.011, -0.655], [-6.148, 0.946, 0.654], [-2.955, 0.609, -0.383], [-5.195, -1.963, -0.408], [-4.173, -2.394, -1.264], [-3.392, -2.946, -2.711], [-8.580, -1.727, -2.184], [-6.728, -2.273, -2.551], [-7.979, -2.210, -3.960], [-8.109, 0.620, -2.925], [-7.133, -0.019, -4.433], [-4.017, 1.313, -2.986], [-5.895, 1.933, 0.607], [3.699, -0.154, 4.127], [2.858, -1.205, 3.422], [3.240, -1.476, 1.963], [3.570, -0.303, 1.040], [2.447, 0.607, 0.496], [1.732, 0.000, -0.721], [0.645, -0.880, -0.142], [0.244, -0.232, 1.168], [1.275, 0.850, 1.459], [3.054, 1.993, 0.137], [4.027, 2.022, -1.049], [5.426, 1.481, -0.798], [3.655, 0.816, 3.623], [3.326, -0.005, 5.147], [4.745, -0.466, 4.189], [1.802, -0.938, 3.501], [2.951, -2.149, 3.976], [2.505, -2.146, 1.512], [4.163, -2.077, 2.007], [4.054, -0.724, 0.155], [4.302, 0.348, 1.530], [1.283, 0.827, -1.284], [2.449, -0.535, -1.351], [1.018, -1.895, 0.026], [-0.205, -0.975, -0.829], [0.188, -0.976, 1.966], [-0.755, 0.214, 1.094], [1.633, 0.911, 2.483], [0.832, 1.822, 1.212], [3.515, 2.389, 1.051], [2.209, 2.646, -0.117], [4.150, 3.080, -1.318], [3.595, 1.541, -1.932], [5.808, 1.783, 0.181], [6.112, 1.867, -1.560], [5.464, 0.392, -0.876]], "atomic_forces_ev_per_a": [[0.3, -0.6, -0.3], [-0.7, 0.1, -1.2], [0.8, 1.4, -2.5], [-0.6, -1.2, 2.7], [-0.9, 1.0, 0.5], [1.2, 1.6, -0.5], [0.3, 0.2, 0.0], [8.4, -3.6, -5.9], [-6.7, 1.7, 2.5], [-1.6, 1.4, 3.9], [2.1, 0.0, -1.6], [-2.2, 1.3, -0.6], [0.5, 1.3, 2.3], [1.9, -1.5, -0.6], [-0.3, 0.0, 2.3], [-1.8, -0.5, -0.9], [-0.5, -2.5, 0.1], [0.0, 0.0, 0.2], [-0.3, 0.0, 0.2], [0.0, -0.3, 0.2], [-0.1, 0.0, -0.1], [0.1, 0.9, -0.2], [0.2, 0.1, 0.1], [-0.1, -0.7, -0.4], [-0.6, -0.1, 0.7], [0.0, 0.2, -0.1], [-0.2, -0.4, -0.3], [0.1, 0.2, 0.2], [0.3, -0.2, -0.2], [0.0, 0.0, 0.1], [0.2, 0.0, -0.2], [0.0, 0.1, 0.0], [0.0, 0.0, 0.0], [0.0, 0.1, -0.2], [0.0, 0.1, 0.0], [-0.1, 0.3, -0.3], [-0.1, 0.2, 0.1], [-0.3, 0.0, -0.1], [0.2, -0.1, 0.2], [-0.1, 0.2, 0.2], [0.0, 0.2, -0.1], [0.2, 0.1, 0.1], [0.1, 0.1, -0.1], [0.2, -0.1, 0.0], [0.1, -0.1, -0.1], [0.4, -0.1, -0.1], [-0.1, -0.2, -0.2], [0.0, -0.4, 0.2], [-0.3, -0.1, 0.1], [-0.1, 0.1, 0.1], [0.0, 0.0, -0.1], [-0.1, -0.1, 0.2], [0.1, 0.1, 0.1]]}

***

Entry 3:
{"formula": "C14H31ClFN4O10P2S2", "method": "ωB97M-V/def2-TZVPD", "homo_lumo_gap_ev": 5.4, "homo_energy_ev": -10.9, "molar_mass_g_mol": 595.953, "e_tot_ev": -96927.261, "charge": 1, "lumo_ha": -0.201, "symbols": ["C", "C", "C", "O", "O", "C", "C", "N", "C", "C", "N", "C", "N", "F", "C", "P", "O", "O", "O", "C", "Cl", "N", "P", "O", "O", "O", "H", "H", "H", "H", "H", "H", "H", "H", "H", "H", "H", "H", "H", "H", "H", "H", "H", "H", "H", "C", "S", "O", "C", "H", "H", "H", "H", "H", "H", "C", "S", "O", "C", "H", "H", "H", "H", "H", "H"], "xyz": [[1.806, 3.365, 3.191], [2.783, 2.373, 4.117], [2.710, 0.867, 3.394], [3.397, 0.781, 2.221], [2.007, -0.296, 3.991], [0.599, 0.018, 4.289], [-0.480, -1.075, 3.654], [-0.850, -0.511, 2.266], [0.145, -0.631, 1.092], [0.708, -2.180, 0.898], [2.072, -2.438, 1.048], [-2.066, 0.117, 2.156], [-2.587, 0.763, 0.890], [-2.279, 2.076, 0.756], [-4.029, 0.347, 0.700], [-4.972, 1.670, -0.307], [-4.179, 1.846, -1.700], [-6.604, 1.198, -0.699], [-5.007, 3.258, 0.420], [-4.428, 0.074, 2.275], [-5.987, 1.024, 2.601], [-3.192, 0.354, 3.139], [-3.188, 1.872, 4.074], [-4.256, 1.758, 5.278], [-3.674, 3.290, 3.154], [-1.667, 2.269, 4.829], [0.830, 3.682, 3.798], [2.398, 4.274, 2.752], [1.389, 2.738, 2.265], [3.872, 2.799, 4.158], [2.245, 2.285, 5.153], [0.362, 1.041, 3.738], [0.395, 0.240, 5.444], [-1.430, -1.192, 4.355], [0.022, -2.131, 3.602], [1.083, 0.086, 1.230], [-0.334, -0.334, 0.060], [0.030, -3.098, 0.633], [2.592, -1.558, 1.265], [-4.091, -0.716, 0.213], [-6.850, 1.778, -1.503], [-4.179, 3.737, 0.078], [-4.573, -1.091, 2.491], [-2.806, 3.733, 2.900], [-1.733, 3.270, 5.001], [2.036, -2.067, -3.096], [0.435, -1.245, -3.279], [-0.225, -1.239, -1.932], [-0.336, -2.559, -4.256], [2.681, -1.437, -2.479], [1.905, -3.037, -2.611], [2.493, -2.198, -4.080], [-0.319, -3.498, -3.697], [0.201, -2.673, -5.200], [-1.372, -2.277, -4.460], [5.936, -1.794, -6.614], [4.335, -0.972, -6.797], [3.675, -0.966, -5.450], [3.564, -2.286, -7.774], [6.581, -1.164, -5.997], [5.805, -2.764, -6.129], [6.393, -1.925, -7.598], [3.581, -3.225, -7.216], [4.101, -2.400, -8.718], [2.528, -2.005, -7.978]], "atomic_forces_ev_per_a": [[-0.6, -0.7, -0.6], [-2.0, -0.7, -0.3], [4.1, 0.5, -5.0], [-5.0, -0.5, 7.7], [0.0, 2.7, -1.4], [-1.1, 1.9, 0.0], [1.0, 0.0, 1.5], [-3.8, 1.2, 0.3], [1.1, -0.6, -2.0], [5.0, -0.2, 1.2], [-6.3, 1.6, -0.8], [0.3, 1.6, -0.8], [0.9, -4.4, -0.9], [0.1, 0.7, 0.6], [0.6, -0.7, 2.5], [0.7, 3.4, -6.8], [-2.6, -1.0, 5.6], [3.0, 1.8, 0.7], [1.1, -2.9, -1.2], [-1.2, -1.4, -0.2], [1.9, -1.2, 0.1], [2.3, 0.4, -0.9], [-5.0, 2.8, 6.4], [4.4, -0.2, -5.5], [3.5, -2.7, 1.2], [-2.3, 0.6, -2.5], [2.4, -0.4, -1.2], [-1.3, -1.7, 1.1], [1.1, 1.4, 1.9], [-2.2, -1.3, -0.1], [1.5, 0.2, -1.7], [0.3, -2.0, 1.3], [0.6, -1.0, -2.5], [1.9, 0.6, -1.8], [-0.9, 2.1, -0.5], [-2.0, -1.6, 0.3], [0.4, -0.5, 2.1], [1.1, 2.2, 0.5], [-0.6, -0.6, 0.0], [0.3, 2.4, 0.3], [0.8, -1.1, 1.6], [-1.6, -1.2, 0.4], [-0.2, 2.7, -0.6], [-1.5, -0.5, 0.0], [0.0, -2.0, -0.2], [-0.1, -0.2, 0.1], [0.4, -0.2, -0.4], [-0.1, -0.2, 0.3], [-0.2, 0.0, 0.1], [-0.1, 0.0, -0.2], [-0.2, 0.1, 0.1], [-0.1, 0.2, 0.1], [0.1, 0.1, 0.0], [0.0, 0.1, 0.1], [0.2, 0.1, 0.1], [0.0, -0.1, 0.1], [0.0, -0.1, 0.1], [0.2, -0.2, -0.5], [-0.1, -0.1, 0.1], [-0.2, 0.0, -0.1], [-0.1, 0.1, 0.0], [-0.1, 0.1, 0.1], [0.1, 0.1, 0.0], [0.0, 0.1, 0.1], [0.2, 0.1, 0.1]]}